42
Properties=species:S:1:pos:R:3 method="wB97M-V/def2-TZVPD" lumo_energy_ev="1.8247 / 1.8206" gap_ha="0.16031 / 0.16011" total_charge=-1
N -1.153 -4.478 0.270
C -1.517 3.006 2.522
N -5.132 -3.213 4.980
C -0.471 -3.511 -0.293
C 0.334 1.308 -0.060
N 4.354 0.367 -4.995
C 3.101 1.481 -3.257
C 1.615 0.236 -1.821
C -1.137 4.290 2.390
C -3.605 -0.346 4.149
C 3.996 1.462 -4.309
H 2.432 -1.881 -3.294
C -0.583 -2.172 0.165
N -2.871 0.328 3.453
C 2.557 0.262 -2.917
C 0.254 3.770 0.634
N -0.232 0.106 0.310
H 1.266 -1.902 -1.934
H 2.886 2.422 -2.775
H -2.775 -2.678 2.608
N -4.430 -0.793 5.005
H 4.471 2.384 -4.640
N -0.991 2.064 1.676
Pd -1.497 0.083 1.785
C -1.978 -4.217 1.299
H 0.951 4.219 -0.072
C 0.138 -0.994 -0.392
H -2.493 -5.092 1.688
H 4.137 -1.626 -5.227
C -0.098 2.388 0.709
H 1.702 2.371 -1.402
H 0.167 -3.799 -1.110
C -4.844 -2.068 4.922
H -1.491 5.091 2.999
C -2.116 -2.916 1.778
H -2.242 2.633 3.279
N -1.430 -1.901 1.222
C 1.047 -0.983 -1.453
C 1.256 1.407 -1.115
C 2.898 -0.918 -3.604
C 3.796 -0.799 -4.627
N -0.274 4.607 1.457

---

50
Properties=species:S:1:pos:R:3 method="wB97M-V/def2-TZVPD" lumo_energy_ev=-5.6272 gap_ha=0.22443 e_above_lowest_ev=0.000 total_charge=+1
C -0.412 1.298 -2.845
C -1.666 1.449 -3.413
H 3.540 1.198 2.134
N 3.044 -1.222 -3.056
S 0.486 -2.900 2.148
C -2.717 0.767 -1.351
H 0.477 1.506 -3.429
C -2.729 2.020 2.225
H 0.071 4.401 3.401
C -1.393 1.701 2.004
N 1.322 -3.941 -0.423
N 1.869 -0.269 -1.587
N 1.004 -5.127 0.213
C -3.051 3.217 2.849
N 1.566 -6.074 -0.408
Mo 0.346 -2.193 0.199
As -1.124 0.055 1.040
H 3.308 2.972 0.376
S -2.154 -5.710 1.514
S -3.336 -2.363 2.530
C -2.043 4.072 3.270
H 3.243 -3.841 -3.098
C 1.866 0.114 1.505
H 1.884 -0.524 2.376
H -3.618 0.557 -0.788
C 2.778 1.085 1.374
N 2.667 -3.468 -2.358
C 1.814 1.960 -0.681
C -0.379 2.545 2.432
C -2.813 1.183 -2.670
C 2.085 -4.335 -1.458
C 1.009 0.693 -0.813
H -3.787 1.299 -3.128
H 1.708 2.707 -1.456
C 2.484 -2.146 -2.260
S -1.626 -2.855 -0.586
C 2.683 2.091 0.317
C -0.713 3.735 3.066
C -0.315 0.878 -1.521
C 0.780 -0.059 0.503
H -1.755 1.774 -4.440
H -3.533 1.356 1.924
As -2.280 -3.733 1.505
C -1.459 0.629 -0.778
H -4.088 3.473 3.018
N 2.619 -0.059 -2.599
H 0.659 2.296 2.278
N 2.251 -5.625 -1.504
H -2.294 5.001 3.764
N 1.720 -1.585 -1.315

---

42
Properties=species:S:1:pos:R:3 method="wB97M-V/def2-TZVPD" lumo_energy_ev="-3.6090 / -5.8382" gap_ha="0.27832 / 0.19750" e_above_lowest_ev=0.076 total_charge=+1 spin_multiplicity=3
C -5.611 1.900 -1.788
H 2.283 -2.386 5.604
C -5.724 1.354 -3.045
H 0.091 1.226 4.850
C 5.310 -0.594 -1.098
H 5.664 -0.942 -0.136
C 1.156 -2.380 3.804
C 1.234 -0.522 5.335
C 0.382 0.230 4.538
H -1.370 1.460 2.958
H 7.232 -0.777 -2.013
O -4.540 2.105 0.264
C -3.588 0.620 -1.422
C 4.418 0.270 -3.567
C -4.789 0.426 -3.516
C -4.554 1.533 -0.953
N -2.403 0.543 0.673
H -2.989 -0.626 -3.058
H 1.603 -0.106 6.262
I 2.829 -0.445 0.480
C 3.973 -0.250 -1.268
C 5.746 -0.074 -3.394
H -3.873 1.674 0.823
H -6.555 1.646 -3.673
C 0.261 -1.642 2.935
C 1.619 -1.828 4.957
C -0.108 -0.285 3.347
C -1.015 0.507 2.564
N -1.437 0.169 1.405
C 6.195 -0.505 -2.157
C 3.519 0.191 -2.508
H 6.428 -0.002 -4.230
C -2.417 0.212 -0.661
Br 1.753 0.727 -2.897
C -3.734 0.077 -2.714
Au 0.423 -0.765 -0.420
H -6.331 2.612 -1.410
H -4.895 -0.008 -4.499
O -1.507 -0.452 -1.207
H 4.061 0.611 -4.528
H 1.426 -3.378 3.485
O -0.168 -2.129 1.876

---

41
Properties=species:S:1:pos:R:3 method="wB97M-V/def2-TZVPD" lumo_energy_ev="-7.2568 / -7.2004" gap_ha="0.22950 / 0.23185" e_above_lowest_ev=0.000 total_charge=+2 spin_multiplicity=7
C 2.014 2.609 -2.853
C 0.099 4.129 -3.089
C -2.760 -4.146 0.051
H 4.820 0.729 -2.454
C -1.959 -2.269 1.796
C -0.425 0.914 2.705
C 3.795 1.001 -2.449
H 4.048 2.700 -3.663
H -0.366 4.949 -3.528
N 1.611 0.532 -1.595
O -0.868 1.209 -1.142
H 2.458 -1.627 -0.567
C -0.685 1.086 4.013
H -4.092 -4.801 1.781
C -2.862 -3.208 2.285
C -1.857 -3.191 -0.303
H 4.090 -1.158 -0.517
C 3.235 -1.121 -1.160
C -1.734 -1.039 4.014
N -0.779 -0.233 2.026
C -0.155 2.135 -1.786
C -1.503 -1.139 2.657
C 2.880 0.228 -1.751
Br -2.384 3.817 -1.747
C 1.386 3.772 -3.406
H -3.023 -4.860 -0.692
C 3.334 2.175 -3.002
H 0.043 1.575 2.042
H -3.174 -3.271 3.299
C -0.683 3.307 -2.224
H -0.297 1.998 4.562
H -2.299 -1.811 4.499
Br 2.346 4.814 -4.716
H 3.435 -1.817 -1.995
H -1.317 0.030 5.771
C -3.357 -4.088 1.350
C 1.179 1.798 -2.070
Tb -0.084 -0.371 -0.121
C -1.205 0.003 4.720
N -1.481 -2.232 0.550
H -1.420 -3.127 -1.292

---

46
Properties=species:S:1:pos:R:3 method="wB97M-V/def2-TZVPD" lumo_energy_ev=3.5216 gap_ha=0.18039 e_above_lowest_ev=0.334 total_charge=-2
H -2.247 4.981 6.319
Br 2.036 -5.210 -4.380
C -1.099 2.483 4.354
H -0.610 1.516 4.380
C -1.017 2.216 1.893
C 1.627 -5.116 -0.234
C -1.390 3.012 3.100
O -2.306 4.846 1.837
H 2.793 -8.278 -0.557
H -0.277 0.646 -6.407
C -1.004 1.826 -2.775
Se 0.733 -1.811 3.148
H -2.036 4.176 1.140
H 1.328 -4.401 0.525
C 0.054 0.294 -4.332
C -2.007 4.424 5.420
C -1.539 2.490 -3.886
H -2.768 5.945 4.095
O -0.460 1.101 2.046
H 2.062 -6.650 1.180
C 2.047 -6.381 0.132
H 2.772 -7.614 -2.938
H 0.689 -0.569 -4.497
C -0.180 0.672 -2.988
I 0.998 -2.788 -2.022
H -1.729 2.631 -6.019
C -0.488 0.979 -5.396
N -1.335 2.771 0.732
H -2.025 3.246 -1.509
H -1.161 2.753 6.480
C -1.997 4.275 3.015
C -1.299 2.090 -5.186
C -1.337 2.394 -1.481
Se 2.973 1.060 1.833
Sr 0.634 0.166 0.231
C 2.449 -6.924 -2.171
Se 2.812 -1.266 2.274
N -0.899 2.023 -0.340
H -2.162 3.360 -3.704
C 2.029 -5.652 -2.531
Te 4.646 -1.830 3.953
C 2.457 -7.288 -0.837
C -1.404 3.176 5.513
O 0.327 -0.012 -2.017
C -2.302 4.972 4.185
C 1.611 -4.735 -1.577

---

40
Properties=species:S:1:pos:R:3 method="wB97M-V/def2-TZVPD" lumo_energy_ev=-4.6568 gap_ha=0.24181 total_charge=+1 smiles="O=[N+]([O-])c1ccc(C[n+]2ccc(-c3cc4cc(Br)ccc4o3)cc2)cc1"
C -1.104 -0.130 -1.339
C 1.717 2.289 -1.535
H 4.073 3.678 -1.253
H 1.256 1.892 0.830
H -6.297 -3.014 0.260
O 8.083 1.063 -1.082
C -5.932 -2.568 1.111
C 4.250 2.609 -1.333
N 0.759 1.311 -1.059
H -1.748 -0.608 -2.085
H -4.233 -1.293 4.279
C -4.662 -1.865 0.952
C 3.179 1.727 -1.393
C -2.573 -0.831 0.622
C 5.548 2.118 -1.417
C -4.048 -1.428 2.043
C 3.399 0.367 -1.268
C -4.631 -1.617 3.320
C 0.530 1.424 0.243
H 2.635 -0.444 -1.175
H -0.797 0.785 1.836
H 1.472 2.529 -2.558
C -3.629 -1.538 -0.034
O -2.868 -0.821 1.975
C -6.530 -2.720 2.394
H 0.171 0.636 -2.906
H 5.066 -1.053 -0.687
H 6.209 2.978 -1.626
O 7.306 -0.954 -1.382
C -0.026 0.589 -1.892
H -3.696 -1.748 -1.073
H -6.228 -2.313 4.588
C -5.808 -2.202 3.521
H 1.633 3.176 -0.907
N 7.138 0.245 -1.184
C 4.725 -0.053 -1.063
C 5.809 0.740 -1.187
Br -7.989 -3.724 2.671
C -1.484 0.019 -0.005
C -0.675 0.749 0.796

---

42
Properties=species:S:1:pos:R:3 method="wB97M-V/def2-TZVPD" lumo_energy_ev=2.7337 gap_ha=0.23083 e_above_lowest_ev=1.628 total_charge=-1
H 2.206 2.531 -0.658
C -2.655 -0.858 2.326
C -1.062 2.866 3.249
H 2.908 -1.778 -4.587
H 1.266 3.066 0.821
C 3.104 0.471 -3.172
C -2.665 1.061 3.716
F -3.202 0.265 -0.738
H 0.702 -3.438 0.768
F -1.845 0.022 -2.409
C 1.347 -2.769 -3.526
H 3.749 2.386 -2.521
C -3.191 -0.157 3.418
I 0.349 -2.645 3.244
C 0.465 -2.656 -2.439
C -1.612 1.596 2.940
H -3.039 1.643 4.552
C 2.179 1.644 -1.269
C -2.323 -0.638 -1.295
N 0.368 0.583 0.021
C 1.260 0.633 -0.959
H 1.562 -1.915 1.030
C 0.587 -2.401 1.092
H -3.994 -0.596 3.995
H -1.456 3.420 4.092
C -1.125 0.840 1.854
C 1.293 -0.551 -1.852
N -1.682 -0.390 1.584
H -3.034 -1.834 2.057
C 2.207 -0.599 -2.928
C 0.462 2.628 1.389
H -0.245 -3.441 -2.216
C 2.208 -1.742 -3.760
C 3.070 1.559 -2.346
F -3.160 -1.598 -1.839
H 0.384 4.321 2.703
H 3.792 0.405 -4.005
H 1.322 -3.654 -4.146
C -0.048 3.352 2.478
Pd -0.867 -1.396 -0.038
C -0.025 1.372 1.021
N 0.438 -1.610 -1.647

---

56
Properties=species:S:1:pos:R:3 method="wB97M-V/def2-TZVPD" lumo_energy_ev=3.9229 gap_ha=0.24569 e_above_lowest_ev=0.465 total_charge=-2
C 1.980 -3.949 0.360
C -6.211 3.419 -1.475
N 3.633 1.447 0.148
O 6.024 -2.961 -0.312
H 1.318 -4.275 -0.431
H 5.466 -1.227 2.147
F -8.234 3.343 -2.708
H 4.272 -2.671 3.195
O 6.052 -1.639 1.447
F -8.225 4.528 -0.899
O 0.988 -0.415 -1.432
C -2.086 -4.812 -0.201
C 4.100 -3.034 1.070
S -2.333 -3.187 -0.096
F 1.501 0.006 -4.859
N 2.000 2.771 1.044
F 1.244 -1.810 -3.722
H -5.467 5.172 -0.481
C -3.895 2.154 -0.534
C -2.729 1.503 -0.036
C 1.532 -3.952 1.675
C 1.172 0.257 -2.464
C -4.146 3.506 -0.251
C -5.288 4.129 -0.712
C -4.829 1.461 -1.314
Tl -0.052 -0.882 0.966
C -7.449 4.114 -1.932
N 3.937 0.496 2.880
N 2.987 1.365 2.508
C 3.642 -3.018 2.384
O 4.971 0.284 2.192
N 1.194 3.278 2.079
H -4.638 0.422 -1.547
C -1.730 0.942 0.396
C 2.915 1.813 1.231
C -5.975 2.085 -1.776
H 1.603 2.863 0.117
S -2.892 -5.995 -1.084
O 3.775 -0.072 3.940
C 5.460 -2.559 0.680
S -0.087 -4.452 2.182
O 1.547 1.427 -2.609
H -6.686 1.530 -2.374
H 3.141 1.538 -0.730
C 0.874 -0.518 -3.787
F -0.446 -0.497 -4.062
H -3.424 4.053 0.340
H 3.613 -3.508 -0.953
H 0.313 2.762 2.065
F -7.183 5.234 -2.649
H 1.666 3.028 2.942
C 2.374 -3.484 2.687
S -0.811 -5.694 0.706
C 3.259 -3.513 0.069
H 4.245 0.656 0.267
H 2.020 -3.460 3.711

---

45
Properties=species:S:1:pos:R:3 method="wB97M-V/def2-TZVPD" lumo_energy_ev=-7.0724 gap_ha=0.14380 total_charge=+1
C 0.822 -1.514 1.274
O -1.923 0.082 -1.688
O -3.396 0.797 -3.218
C 1.443 -0.342 2.032
H -4.438 3.936 1.950
C 1.320 -2.804 1.418
H 0.974 1.625 1.879
H -5.004 2.754 -2.182
O -1.307 1.263 2.129
C -2.228 2.181 2.352
N 1.275 0.875 1.272
H -0.828 -4.349 -0.682
C 4.427 -1.410 -1.287
I 0.928 -2.223 -3.612
O -2.450 2.702 3.416
C -4.828 3.502 -0.149
C -4.141 3.398 1.061
I 6.302 -2.168 -1.136
C -3.362 1.903 -1.129
C -0.788 -2.267 -0.207
H 3.885 -2.809 -2.846
H -1.616 -1.991 -0.847
H 2.164 -2.976 2.073
Pt -1.282 0.609 0.184
C -2.867 0.860 -2.129
C 0.733 -3.848 0.724
O 0.804 0.196 -1.696
C -3.054 2.552 1.122
C -4.458 2.737 -1.250
H 4.797 0.016 0.314
C 1.874 -0.290 -1.481
H 3.294 1.568 1.109
H -5.680 4.164 -0.224
C 2.844 0.219 -0.452
C 2.291 -1.490 -2.318
C -0.338 -3.572 -0.112
N -0.231 -1.260 0.484
H 2.498 -0.576 2.231
H 2.135 2.187 -0.088
C 2.426 1.305 0.489
N -2.696 1.889 0.022
C 3.556 -1.989 -2.226
C 4.070 -0.336 -0.405
H 1.106 -4.858 0.829
H 0.949 -0.244 2.999

---

46
Properties=species:S:1:pos:R:3 method="wB97M-V/def2-TZVPD" lumo_energy_ev="-4.4919 / -4.6134" gap_ha="0.25211 / 0.25233" e_above_lowest_ev=0.000 total_charge=+1 spin_multiplicity=3
H 7.502 -2.135 -2.253
O 1.514 -0.918 -2.250
S -0.448 -2.955 -0.234
C -0.341 1.277 0.108
H 0.156 5.091 0.308
N -4.098 -1.978 0.570
H 2.099 3.612 -0.095
C -4.891 0.175 -0.246
O 7.235 -2.162 -1.324
H -4.983 -0.256 -1.235
H 1.795 1.190 -0.225
N -0.488 -0.148 0.026
O 2.083 -1.227 1.360
C 3.337 -1.670 1.609
C 5.429 -2.031 0.141
C 4.076 -1.913 0.308
H -3.913 -0.703 2.887
O 2.742 -1.222 -4.117
C 3.711 -1.720 -1.982
C 1.109 3.193 0.025
N -1.676 -0.575 0.218
H -2.098 4.115 0.577
N -2.974 -2.529 0.295
N 3.253 -1.816 -0.737
C -5.254 1.492 -0.003
C -4.285 -0.077 2.087
O 3.817 -1.789 2.689
C -1.247 3.470 0.403
C 2.616 -1.287 -2.936
C 0.020 4.019 0.251
C -4.413 -0.589 0.806
W 1.188 -1.369 -0.373
H -5.433 3.044 1.463
C 0.929 1.822 -0.046
C 5.049 -1.830 -2.261
C 5.921 -2.032 -1.177
H 5.401 -1.726 -3.279
C -4.651 1.241 2.316
H 6.097 -2.088 0.989
H -4.851 -2.648 0.654
C -1.438 2.102 0.333
H -2.424 1.676 0.447
C -1.834 -1.904 0.130
H -5.638 2.098 -0.812
C -5.136 2.021 1.275
H -4.567 1.656 3.312

---

45
Properties=species:S:1:pos:R:3 method="wB97M-V/def2-TZVPD" lumo_energy_ev=-12.5625 gap_ha=0.18501 e_above_lowest_ev=0.018 total_charge=+3
H -0.348 0.548 -5.782
H -4.680 -0.911 -2.677
C 1.552 0.412 -2.456
C 1.458 1.636 -3.131
H 5.228 -0.414 2.984
C 1.290 -0.537 2.665
C 0.761 1.673 -4.335
O -1.473 2.559 -2.095
C 1.940 -0.931 3.857
H -5.426 1.139 1.032
C 4.155 -0.459 2.853
Au -0.521 0.167 0.059
C 0.299 -0.695 -4.157
H -2.265 -0.789 -2.168
N -0.549 2.326 -1.592
H -1.828 -0.962 3.435
C 0.173 0.516 -4.834
C 3.340 -0.893 3.931
C 1.152 -1.358 4.944
O 3.218 1.605 -0.846
C -4.340 -0.432 -1.770
S 2.635 0.331 -1.085
H -0.873 -1.692 5.599
C 1.009 -0.763 -2.966
N -2.518 0.216 -0.369
H 1.999 2.502 -2.768
N -0.014 -0.553 2.536
H 0.713 2.596 -4.899
H 3.819 -1.196 4.859
O 3.356 -0.892 -1.100
C 2.125 -0.140 1.481
H -2.988 1.197 1.402
H -0.116 -1.600 -4.584
C -2.996 -0.363 -1.492
Br -7.067 0.040 -1.189
H 1.171 -1.712 -2.470
H 4.226 0.273 0.885
C -0.755 -0.963 3.584
C 3.594 -0.090 1.682
N 1.551 0.098 0.356
C -0.221 -1.371 4.798
C -3.400 0.737 0.513
C -5.249 0.110 -0.860
C -4.757 0.706 0.302
H 1.623 -1.671 5.868